(1)
Here is a molecular structure, C29H27CaN5O2S2 from OMol25. Energies are from ωB97M-V with the def2-TZVPD basis set.

Structure (XYZ):
```
66
Properties=species:S:1:pos:R:3:mulliken_charge:R:1
Ca -0.6843 0.4314 -0.6385 1.275
C 1.1881 1.3525 -2.9938 -1.307
N 1.7396 1.3162 -1.6307 1.403
C 2.1550 2.6712 -1.2704 -1.395
C 2.4988 2.9253 0.1990 -0.988
C 1.4753 2.3652 1.1926 -0.660
N 0.1544 2.4410 0.5995 0.748
C -0.7427 3.1639 1.1339 -0.647
C -2.0729 3.4023 0.5512 0.935
C -2.9632 4.1649 1.3073 -0.456
C -4.2319 4.4823 0.8627 -0.833
C -4.6125 4.0148 -0.4036 -0.295
C -3.7588 3.2656 -1.1818 -0.751
C -2.4563 2.9075 -0.7401 0.243
O -1.6784 2.1927 -1.4786 -0.832
C 2.8340 0.3443 -1.5174 -1.190
C 2.3635 -1.1028 -1.3865 0.014
C 2.0433 -1.5812 0.0292 -1.558
N 0.8331 -0.9595 0.6093 1.311
C 0.4942 -1.3818 1.7643 -1.086
C -0.5931 -0.9180 2.6508 0.974
C -0.5002 -1.3626 3.9734 -0.745
C -1.4103 -1.0027 4.9483 -0.757
C -2.4746 -0.1734 4.5692 -0.333
C -2.6203 0.2618 3.2714 -0.750
C -1.6985 -0.1015 2.2537 0.381
O -1.8747 0.2841 1.0446 -0.932
H 1.9555 1.6671 -3.7209 0.347
H 0.3552 2.0568 -3.0188 0.358
H 0.8050 0.3714 -3.2825 0.279
H 1.3181 3.3190 -1.5341 0.484
H 3.0113 2.9794 -1.8973 0.369
H 2.5492 4.0139 0.3074 0.386
H 3.4929 2.5433 0.4495 0.403
H 1.5372 2.8847 2.1574 0.494
H 1.6975 1.3103 1.3736 -0.038
H -0.5387 3.6846 2.0807 0.070
H -2.6294 4.5048 2.2848 0.276
H -4.9090 5.0625 1.4753 0.363
H -5.6053 4.2414 -0.7796 0.345
H -4.0592 2.8910 -2.1524 0.382
H 3.4325 0.6107 -0.6398 0.247
H 3.4964 0.4532 -2.3917 0.431
H 3.1429 -1.7643 -1.7741 0.394
H 1.4920 -1.2581 -2.0291 -0.544
H 2.8981 -1.3512 0.6791 0.491
H 1.9217 -2.6670 0.0135 0.580
H 1.1124 -2.1622 2.2270 0.036
H 0.3270 -2.0205 4.2257 0.315
H -1.3122 -1.3638 5.9635 0.354
H -3.2119 0.1218 5.3101 0.350
H -3.4529 0.8857 2.9686 0.450
S -1.9858 -3.2515 0.2475 -0.361
C -0.7909 -3.7773 -0.8633 -0.136
C -0.0320 -4.9514 -0.5891 -0.968
C 0.9413 -5.4585 -1.4257 0.817
C 1.6602 -6.6625 -1.0287 -0.089
N 2.2216 -7.6150 -0.7078 -0.649
C 1.2148 -4.8134 -2.6357 0.589
C 0.4970 -3.6583 -2.9317 -0.683
C -0.4625 -3.0872 -2.0911 0.283
S -1.2077 -1.5675 -2.6052 -0.393
C 2.2243 -5.2904 -3.5607 -0.011
N 3.0275 -5.6688 -4.2958 -0.664
H -0.2468 -5.4643 0.3396 0.454
H 0.7060 -3.1516 -3.8669 0.417
```

The frontier orbital gap is 5.27 eV. As for the spin multiplicity: 1. For the HOMO energy, the calculation gives -1.0 eV. The lowest unoccupied orbital energy comes out at 4.3 eV. The total charge is -2.

(2)
Here is a molecular structure, C29H27CrF6N5O7S2 from OMol25. Energies are from ωB97M-V with the def2-TZVPD basis set.

Structure (XYZ):
```
77
Properties=species:S:1:pos:R:3:lowdin_spin:R:1
Cr -0.1755 -0.5732 0.3047 2.881
F -2.6507 -0.5898 -1.5663 0.002
C -2.5142 0.6412 -2.0613 0.000
F -2.8203 0.6134 -3.3416 0.000
F -3.4106 1.4202 -1.4574 0.000
S -0.7529 1.3864 -1.8452 0.004
O 0.3052 0.6825 -1.0834 0.034
O -0.3760 2.0618 -3.0199 -0.002
N -1.1799 2.4794 -0.6924 -0.001
S -1.3264 1.7492 0.6437 0.003
O -0.1618 1.4600 1.4663 0.005
O -2.1027 0.5275 0.5319 0.010
C -2.3216 2.9338 1.7145 0.000
F -2.9097 2.2372 2.6991 0.000
F -3.2493 3.5959 1.0613 0.000
F -1.4940 3.7947 2.2963 0.000
N 6.5559 -2.6607 2.1710 0.005
C 5.5103 -2.3334 1.8400 0.001
C 4.2021 -1.9484 1.4598 0.009
C 3.3741 -2.8252 0.7517 -0.004
C 2.1037 -2.4125 0.4151 0.008
N 1.6283 -1.1981 0.7201 -0.022
C 2.4115 -0.3645 1.4099 0.011
C 3.6928 -0.6926 1.8038 -0.004
H 3.7201 -3.8071 0.4725 0.000
H 1.4253 -3.0614 -0.1215 0.000
H 1.9801 0.5934 1.6663 0.001
H 4.2863 0.0130 2.3663 0.000
C 2.2368 -4.6346 -6.6916 0.000
C 1.6318 -3.9512 -5.5098 -0.001
C 2.4228 -3.2298 -4.6225 0.000
C 1.8614 -2.4858 -3.5892 -0.001
C 2.7468 -1.5975 -2.7701 0.000
C 0.4789 -2.5001 -3.4291 -0.003
C -0.3403 -3.2278 -4.3025 -0.001
C -1.8250 -3.1619 -4.1526 0.000
C 0.2527 -3.9500 -5.3266 0.000
C -0.1423 -1.5707 -2.4306 0.002
O -0.6116 -0.5093 -2.8904 0.011
O -0.1326 -1.8929 -1.2065 0.000
H 3.2873 -4.8616 -6.5304 0.000
H 2.1632 -3.9667 -7.5513 0.000
H 1.7025 -5.5503 -6.9322 0.000
H 3.4962 -3.2074 -4.7584 0.000
H 3.0915 -0.7806 -3.4035 0.000
H 3.6255 -2.1361 -2.4214 0.000
H 2.2220 -1.1632 -1.9217 0.000
H -2.1311 -3.3576 -3.1248 0.000
H -2.3161 -3.8737 -4.8118 0.000
H -2.1597 -2.1552 -4.4092 0.000
H -0.3678 -4.5100 -6.0116 0.000
C -2.3732 0.7436 5.7793 0.000
N -2.4033 0.0378 4.5326 -0.001
N -1.2807 -0.2921 3.8307 0.001
C -1.6498 -1.0266 2.7335 0.006
O -0.8062 -1.4702 1.8999 0.043
C -3.0496 -1.1482 2.7823 0.001
C -3.4795 -0.4678 3.9023 0.000
C -4.8568 -0.2661 4.4058 0.000
C 0.0349 0.0829 4.1870 0.000
C 1.0086 -0.9078 4.2607 0.000
C 2.2946 -0.5728 4.6483 0.000
C 2.6105 0.7396 4.9584 0.000
C 1.6446 1.7277 4.8574 0.000
C 0.3535 1.4058 4.4757 0.000
H -2.5808 1.8071 5.6406 0.000
H -1.3888 0.6348 6.2339 0.000
H -3.1173 0.3241 6.4570 0.000
H -3.6449 -1.6578 2.0553 0.000
H -5.5625 -0.6664 3.6838 0.000
H -5.0559 0.7932 4.5591 0.000
H -5.0052 -0.7765 5.3583 0.000
H 0.7574 -1.9273 4.0113 0.000
H 3.0510 -1.3388 4.7255 0.000
H 3.6083 0.9876 5.2838 0.000
H 1.8958 2.7530 5.0801 0.000
H -0.3883 2.1816 4.3877 0.000
```

The frontier orbital gap (alpha / beta) is 6.75 / 6.70 eV. As for the spin multiplicity: 4. For the HOMO energy (alpha / beta), the calculation gives -10.8 / -10.8 eV. The lowest unoccupied orbital energy (alpha / beta) comes out at -4.1 / -4.1 eV. The total charge is +1. As for the expectation value of S²: 3.78.

(3)
Here is a molecular structure, C29H27CuN6O4S2 from OMol25. Energies are from ωB97M-V with the def2-TZVPD basis set.

Structure (XYZ):
```
69
Properties=species:S:1:pos:R:3:lowdin_spin:R:1
Cu 0.1981 0.9154 -0.3545 0.650
C 2.5011 -4.8363 -3.3213 0.000
C 2.6909 -3.4658 -2.7268 0.000
C 2.4784 -2.3279 -3.5025 0.000
C 2.6593 -1.0586 -2.9754 0.000
C 3.0524 -0.9313 -1.6512 -0.001
C 3.2753 -2.0487 -0.8570 0.000
C 3.0932 -3.3084 -1.4006 0.000
S 3.3152 0.6638 -0.9631 0.006
O 3.1015 1.6201 -2.0202 0.001
O 4.5677 0.6777 -0.2604 0.014
N 2.0740 0.7582 0.0852 0.079
C 2.0764 1.3613 1.3232 0.004
C 3.1748 1.6535 2.1539 0.001
C 2.9302 2.2337 3.3787 0.000
C 1.6247 2.5189 3.7835 -0.001
C 0.6070 2.1987 2.9166 0.000
N 0.8114 1.6315 1.7205 -0.002
H 3.1748 -4.9866 -4.1672 0.000
H 1.4825 -4.9628 -3.6935 0.000
H 2.6964 -5.6177 -2.5885 0.000
H 2.1819 -2.4397 -4.5398 0.000
H 2.5083 -0.1702 -3.5764 0.000
H 3.5997 -1.9231 0.1696 0.000
H 3.2695 -4.1850 -0.7879 0.000
H 4.1750 1.4296 1.8159 0.000
H 3.7641 2.4683 4.0293 0.000
H 1.4139 2.9807 4.7377 0.000
H -0.4287 2.3966 3.1736 0.000
O -5.6142 -4.0215 -1.1894 0.000
C -5.8884 -2.7523 -0.8388 0.000
O -6.9872 -2.4399 -0.4878 0.000
C -4.7621 -1.7565 -0.9124 0.002
C -3.6431 -1.9197 -1.7220 0.000
C -2.6447 -0.9624 -1.7454 0.002
C -2.7735 0.1790 -0.9726 0.001
C -3.8964 0.3607 -0.1692 0.002
C -4.8894 -0.6055 -0.1443 0.000
N -1.7273 1.1519 -0.9760 0.034
C -2.0313 2.3695 -1.1937 0.001
C -0.9800 3.3892 -1.1636 0.004
C -1.2525 4.7337 -1.2971 0.001
C -0.1893 5.6282 -1.2387 -0.002
C 1.0877 5.1354 -1.0662 0.002
C 1.2785 3.7605 -0.9506 0.002
N 0.2613 2.9088 -0.9909 0.052
H -4.6771 -4.1495 -1.3740 0.000
H -3.5369 -2.7909 -2.3581 0.000
H -1.7636 -1.0931 -2.3618 0.000
H -3.9825 1.2540 0.4417 0.000
H -5.7801 -0.4789 0.4580 0.000
H -3.0538 2.6670 -1.4187 0.001
H -2.2699 5.0737 -1.4461 0.000
H -0.3632 6.6918 -1.3320 0.000
H 1.9437 5.7963 -1.0286 0.000
H 2.2642 3.3269 -0.8632 0.001
C 1.3431 -1.4321 3.1984 0.001
N -0.0894 -1.1912 3.0490 0.014
C -0.9824 -0.9424 4.0777 0.006
C -2.1960 -0.7674 3.5220 0.007
N -2.0192 -0.9153 2.1590 0.012
C -0.7314 -1.1764 1.8651 0.011
S -0.0480 -1.4552 0.3271 0.098
H 1.6037 -1.3173 4.2465 0.000
H 1.9018 -0.7162 2.6023 0.000
H 1.5873 -2.4378 2.8646 0.001
H -0.6795 -0.9165 5.1102 0.000
H -3.1522 -0.5596 3.9677 0.000
H -2.7357 -0.8746 1.4506 0.000
```

The frontier orbital gap (alpha / beta) is 6.77 / 6.73 eV. As for the spin multiplicity: 2. For the HOMO energy (alpha / beta), the calculation gives -10.8 / -10.7 eV. The lowest unoccupied orbital energy (alpha / beta) comes out at -4.0 / -4.0 eV. The total charge is +1. As for the expectation value of S²: 0.76.

| no. | strongest force on any atom (eV/Å) | E_tot (a.u.) |
| --- | --- | --- |
| 1 | 1.74 | -3019.74767 |
| 2 | 3.36 | -4361.58005 |
| 3 | 0.68 | -4187.51645 |